No. 1
77
Properties=species:S:1:pos:R:3:forces:R:3 method="wB97M-V/def2-TZVPD" charge=+3 energy_ha=-3844.73326 spin_multiplicity=3 homo_energy_ev="-13.854 / -13.854" relative_energy_kj_mol=300.66 s2=2.01 gap_ev="4.608 / 4.210"
H -15.5894 -6.4286 -2.4790 -0.110 -0.350 -0.239
H -13.2682 -10.9548 4.2551 0.770 -0.106 -0.206
N -16.1924 -10.3755 1.3355 1.609 1.017 0.930
N -17.4809 -10.0149 -0.5925 1.076 0.199 2.905
C -18.2351 -15.4526 -2.4909 -0.764 -0.423 -0.867
H -21.9967 -8.2509 -0.8613 0.722 -1.063 0.710
C -19.4409 -13.3917 -2.5270 1.214 -0.783 0.708
C -20.5623 -12.6572 -3.1347 -2.999 2.612 -2.842
N -18.6301 -12.8596 -1.5451 0.456 -1.471 -0.369
C -20.1918 -12.7167 3.3351 -0.271 0.222 0.127
C -16.9023 -7.5360 -3.7929 -0.434 -0.777 -1.210
H -22.2477 -7.8002 2.8106 0.073 -0.148 0.430
H -13.2219 -8.7117 7.2055 0.255 -0.062 -0.495
H -21.5658 -12.5576 -4.8228 0.132 -0.292 0.473
H -19.8934 -14.8947 -3.9022 0.487 -0.623 0.195
C -16.5419 -8.0995 -1.5473 -1.421 0.016 -0.501
O -21.1110 -11.6038 -2.7647 1.685 -2.268 0.103
C -21.8193 -13.5593 1.6945 -0.173 -0.038 0.647
C -21.4390 -8.9948 -0.1879 -1.881 -0.437 -1.903
H -18.7780 -11.3430 2.4237 0.304 -0.497 0.218
C -18.0077 -9.4810 -2.8936 -0.485 0.711 -0.433
H -22.1377 -9.8198 0.0284 0.022 0.243 -0.089
H -16.6540 -15.6480 -1.0053 -0.646 1.000 -0.696
O -16.1190 -13.1468 0.8128 -0.906 -0.308 -3.666
N -20.2937 -9.6008 -0.9161 -1.913 -1.326 0.580
C -16.3937 -11.0160 6.4579 0.912 -1.189 -0.043
C -17.4698 -9.1571 -1.6556 1.640 0.091 -1.687
C -14.0849 -11.0401 4.9349 -0.407 -1.307 -0.646
C -17.5879 -13.6669 -1.0936 -0.799 0.865 -1.001
C -16.3503 -13.1306 -0.4172 0.818 1.895 2.669
C -17.7722 -8.6332 -3.9787 -0.274 0.442 0.754
N -19.8809 -12.3245 4.6295 -0.043 -0.879 -0.227
H -18.3744 -8.7612 -4.8883 0.752 0.034 0.236
C -21.2996 -13.5114 3.0031 -0.631 0.101 0.212
Ni -19.0773 -11.3111 -0.2900 1.976 2.341 -1.331
H -15.3467 -10.0083 1.8255 -1.144 -0.564 -0.153
C -16.6036 -9.5572 0.3588 -0.867 -0.539 -1.556
H -20.6038 -12.4899 5.3039 -0.408 -0.292 0.292
O -15.4723 -12.5569 -1.2755 -1.514 -0.157 -0.456
H -22.7685 -7.0085 1.5130 -0.330 0.446 -0.476
H -15.0240 -12.6369 3.7288 0.066 0.612 0.606
H -16.7027 -6.9138 -4.6438 0.026 0.310 -0.200
H -21.6961 -12.6620 -0.2445 0.773 -0.034 0.058
C -14.1420 -10.2345 6.0331 -1.037 0.641 0.276
H -18.1130 -16.4626 -2.8570 0.075 -0.080 0.018
N -22.4042 -7.9008 1.8136 0.200 -1.366 -0.760
S -15.9686 -7.8769 0.0379 0.061 -2.273 1.455
C -16.2484 -7.2907 -2.6080 -0.090 0.896 -0.134
H -20.6532 -10.0552 -1.8098 0.620 1.124 1.093
C -13.0891 -9.2109 6.2313 1.194 -0.453 1.094
H -17.4488 -12.4222 3.7263 -0.072 0.155 0.615
H -16.0882 -11.3885 1.1458 -0.286 0.644 0.098
N -20.0110 -12.1825 1.0278 -2.564 -0.924 0.428
H -20.4465 -7.4037 0.9226 -1.093 -0.623 0.232
H -22.7344 -14.1239 1.4411 0.596 0.410 0.396
H -15.8819 -12.3710 -2.1823 0.797 -0.543 1.573
H -17.2564 -11.0839 7.1096 -0.016 0.285 -0.313
H -20.5574 -8.9179 1.7468 0.281 -0.761 0.751
N -17.5104 -12.2001 4.7236 -0.628 -1.697 -3.041
H -18.6847 -10.3267 -2.9780 0.146 -0.030 -0.118
H -21.8539 -13.9396 3.8425 0.147 -0.227 -0.405
C -19.2305 -14.6489 -3.0778 0.627 0.266 0.941
C -19.5340 -12.1156 2.2860 -0.368 0.633 -1.309
C -15.2775 -10.3123 6.8628 0.176 0.443 -0.358
H -12.1167 -9.7414 6.2185 -0.268 0.468 0.278
H -19.6734 -8.8458 -1.0421 1.194 0.692 -1.109
H -13.0141 -8.4792 5.4382 -0.328 0.244 -0.187
H -15.3155 -9.6891 7.7587 -0.033 -0.270 -0.193
O -20.9837 -13.2072 -4.3736 1.150 1.047 2.606
C -21.2019 -12.8013 0.7215 0.963 -0.231 0.940
H -23.1283 -8.6530 1.6487 0.669 1.067 0.366
C -21.1135 -8.3028 1.0829 1.020 1.747 0.357
O -18.7470 -12.6073 6.5675 -0.330 -0.103 -1.782
C -16.3103 -11.8451 5.2967 1.660 1.895 1.660
C -15.0894 -11.9576 4.6072 -1.463 0.263 -0.285
C -18.6590 -12.4805 5.3489 -0.186 0.684 3.075
C -17.4076 -14.9713 -1.4949 -0.163 -1.245 0.181



No. 2
30
Properties=species:S:1:pos:R:3:forces:R:3 method="wB97M-V/def2-TZVPD" energy_ha=-615.77854 homo_energy_ev=-10.142 relative_energy_kj_mol=102.41 smiles=CC[C@H](C)O.O.O.O.O.O gap_ev=10.432
O -1.5533 0.7704 -0.9095 2.113 -0.455 0.777
H -2.2832 1.7199 1.3097 -0.680 1.203 -0.496
O -0.1994 -1.1825 -3.5875 -2.800 -0.013 1.117
H 2.8899 -1.4476 1.4200 -2.509 -0.324 1.237
C -1.2308 1.5493 1.3539 1.118 -1.258 -0.559
H -0.0457 -2.1850 1.2027 0.425 0.558 0.189
H 0.3160 0.7299 0.1351 -1.204 0.569 -0.860
O 1.9838 -1.5955 1.8932 2.969 1.202 -0.452
H -0.6424 3.5454 -0.7377 -0.265 0.236 0.530
H -2.0592 1.3698 -1.4253 -0.491 1.092 -0.588
C -0.5461 1.4441 -0.0605 -0.361 -0.263 2.317
H -1.0936 -1.2709 -3.0984 2.052 -0.222 -1.442
C 0.0777 2.7581 -0.5317 -0.387 -0.429 -0.128
H 0.8833 3.1018 0.1687 -0.856 -0.369 -0.641
C -1.2175 0.1870 2.0469 0.507 0.152 2.261
H -0.6886 2.2644 1.9998 -0.443 -0.142 -0.355
H -1.6958 0.3381 3.0587 0.585 -0.231 -0.766
H -0.7200 -0.8302 -1.0102 1.526 -1.835 0.716
H 0.4843 2.5544 -1.4977 0.876 -0.074 -0.666
H 0.0867 -0.3656 -3.1677 0.738 0.158 -0.079
H -0.0885 -2.4031 -0.6120 -0.282 1.887 -0.216
O 0.0649 -1.4104 -0.6929 -1.401 0.545 -0.913
H 0.9842 -3.3533 1.1874 -1.256 0.633 0.029
H 1.5468 -0.6734 -1.5036 -2.588 -2.326 2.369
H -0.1743 -0.1406 2.2317 -0.539 -0.005 -0.106
H 2.0180 -0.9626 2.6417 0.022 -0.583 -0.581
O 2.0378 -0.1078 -2.0135 -0.470 5.111 0.183
O 0.0451 -3.1115 1.0089 0.520 -2.416 0.409
H 2.5994 -0.6485 -2.4431 3.107 -2.610 -2.584
H -1.7793 -0.6444 1.6330 -0.024 0.209 -0.700



No. 3
49
Properties=species:S:1:pos:R:3:forces:R:3 method="wB97M-V/def2-TZVPD" charge=+1 energy_ha=-971.57712 homo_energy_ev="-10.248 / -10.247" gap_ev="7.069 / 7.069"
C -0.0455 -2.7994 0.8026 -0.690 -0.182 -0.376
H 0.2060 2.0751 -3.7778 -0.047 0.134 0.196
H 0.8851 -1.4068 2.9658 -0.140 0.282 -0.128
C -1.6551 0.1575 -2.8726 -0.109 0.222 -0.225
Zr 0.4362 -0.6755 -0.3487 -0.308 0.450 -0.247
C -0.1429 0.2316 -2.7355 0.856 -1.212 2.285
N -0.0831 0.1342 1.7670 0.086 -0.283 1.078
C 2.5013 0.1591 0.9276 0.648 -0.304 -0.459
H 0.0884 -0.6530 -4.6971 0.185 -0.007 0.074
C 2.5665 -1.2507 0.7065 0.636 0.743 -0.244
H 2.8825 0.0082 -2.3885 -0.496 -0.075 0.509
H 1.6326 -0.3747 -3.8755 -0.355 -0.036 -0.038
H 2.4087 1.9052 -0.4882 0.014 -0.547 0.097
H 2.9353 -2.3999 -1.2111 -0.263 0.465 0.271
H -2.6922 -1.4629 -0.8024 0.528 -0.193 0.129
C -2.1153 3.3155 3.4836 0.396 -0.642 0.441
H -2.6314 4.1401 3.9752 0.175 -0.278 -0.068
H 2.6215 0.6616 1.8893 -0.577 -0.230 -0.343
N -0.1358 0.1631 3.9731 -0.201 0.276 0.857
H 0.4971 -3.1767 1.6680 -0.120 0.200 -0.347
H -1.9901 0.8336 -3.6785 -0.011 -0.133 0.094
C -2.0896 3.2883 2.0732 0.440 -0.735 -0.478
C -1.3060 -2.1288 0.8330 -0.066 -0.700 -0.478
H -0.9206 -2.7363 -2.4376 0.181 0.383 0.467
C -1.7453 -1.9197 -0.5017 0.425 -0.705 0.075
H -1.3824 2.1649 0.2833 -0.195 0.351 0.444
C 2.6873 -1.4619 -0.7084 0.479 0.782 -0.232
C -1.4962 2.3129 4.2601 -0.352 0.530 -0.146
C 0.2691 -3.0813 -0.5658 -0.967 -0.245 -0.273
C 0.3043 -0.4947 2.8960 -0.917 1.390 -1.279
C -1.4382 2.2519 1.3765 -0.069 0.096 0.659
H 2.6858 -2.0158 1.4715 -0.119 0.248 -0.270
H -1.9080 -1.9330 1.7229 0.465 0.314 -0.344
C 2.4564 0.8240 -0.3276 0.463 -0.777 -0.075
H 0.6133 -1.7383 -3.4065 0.004 0.354 -0.152
C 2.6334 -0.1804 -1.3424 0.518 -0.108 0.317
C -0.8195 1.2624 2.1616 0.236 -0.311 -0.158
H 0.0382 -0.1350 4.9371 -0.179 0.308 -0.651
C 0.5906 -0.6813 -3.7144 -0.111 0.128 -0.502
C -0.8590 1.2956 3.5566 0.204 -0.201 0.130
H -2.0136 -0.8479 -3.1316 0.104 0.248 0.127
H -2.1744 0.4817 -1.9554 0.023 0.001 -0.258
C 0.3405 1.6688 -2.7601 -0.034 0.188 -0.311
H 1.0730 -3.7251 -0.9276 -0.310 0.435 0.192
H -2.5850 4.0865 1.5176 0.169 -0.279 0.176
C -0.7857 -2.5457 -1.3715 -0.239 -0.438 0.429
H -0.2453 2.3010 -2.0744 0.102 -0.042 -0.161
H 1.4016 1.7987 -2.5075 -0.321 -0.095 -0.168
H -1.4944 2.3031 5.3601 -0.144 0.226 -0.635



No. 4
40
Properties=species:S:1:pos:R:3:forces:R:3 method="wB97M-V/def2-TZVPD" charge=+2 energy_ha=-1740.22090 homo_energy_ev="-15.308 / -15.302" gap_ev="4.929 / 5.705"
H 0.7388 2.3947 2.2081 0.155 0.246 -0.204
C -2.1588 -3.0013 -2.2365 0.280 0.699 -0.389
H 3.8909 1.8643 -0.1227 -0.256 0.412 0.297
H -1.0006 -4.8882 -0.7012 0.514 0.186 0.180
C 0.4772 2.9113 1.2777 -0.313 -0.332 0.077
H 1.9904 4.5649 -0.6827 -0.304 -0.309 -0.447
O 4.2936 -2.1170 0.8226 -0.847 2.115 -0.024
H 3.2618 2.0814 1.5483 -0.037 0.125 -0.442
H 3.4008 3.5181 0.4509 0.304 -0.547 0.230
I 2.9375 -2.3689 -2.1325 -0.485 0.318 -0.261
P -1.0385 -2.4823 -0.8678 -0.510 -1.601 0.510
H 1.8556 3.5697 -2.2104 -0.029 0.264 0.451
H 0.0698 -4.1436 0.5610 -0.078 -0.046 -0.388
C -0.2545 -4.1031 -0.4909 0.167 0.338 -0.095
H -0.3398 -0.5745 -3.1876 0.250 0.435 0.158
H 0.2134 -0.5766 2.4671 -0.477 0.229 -0.315
H -1.7701 -2.4393 1.4528 -0.202 -0.238 -0.236
H -2.7129 -1.3257 0.4485 -0.247 -0.545 -0.045
O -1.7724 0.8493 0.2078 3.967 -2.333 1.381
H 0.6590 0.9499 -2.8111 -1.135 -0.042 -0.605
H -1.5951 -0.5957 2.5384 0.296 0.164 -0.298
H -0.5961 2.7592 1.1044 0.302 0.383 -0.018
H 0.3819 4.1510 -1.3931 0.358 -0.235 0.133
H -2.5698 -3.9860 -1.9485 0.226 0.466 -0.258
H 0.6845 3.9827 1.3689 -0.056 -0.178 0.124
C -2.2662 -2.3292 0.4808 0.126 0.455 0.163
H -0.9795 0.6402 -2.0093 -0.214 0.414 -0.119
C -0.7087 -0.0348 2.1938 0.451 -0.366 1.185
H -2.9795 -2.2784 -2.3597 0.269 -0.229 0.031
C 3.8006 -1.1021 0.6623 1.382 -2.016 0.782
C 1.4111 3.7936 -1.2257 -0.207 -0.351 -0.449
Bi 1.1063 -0.5186 -0.8014 -1.327 -0.523 -0.304
C -0.8571 0.2628 0.7506 -3.977 2.238 -0.956
C -0.1026 0.2226 -2.4717 1.391 -0.009 -0.563
C 3.1871 2.4372 0.5076 -0.097 -0.058 -0.169
H 0.6268 -4.1941 -1.1484 -0.403 -0.315 0.301
P 1.4654 2.3014 -0.1382 0.901 0.989 0.447
H -0.7383 0.9150 2.7501 0.000 -0.160 -0.304
H -3.0412 -3.0948 0.3512 0.194 0.193 0.133
H -1.5939 -3.0467 -3.1818 -0.336 -0.235 0.305



No. 5
22
Properties=species:S:1:pos:R:3:forces:R:3 method="wB97M-V/def2-TZVPD" energy_ha=-437.69825 homo_energy_ev=-8.221 relative_energy_kj_mol=409.16 gap_ev=9.235
N 1.4511 -3.5459 2.1694 1.984 3.192 2.563
H 0.4076 -4.8219 0.9337 0.110 1.097 -0.097
O -0.1104 -1.5033 1.0677 -1.231 -0.587 -0.901
H -1.4433 1.3538 -2.4175 -0.203 -0.118 0.075
H 1.4806 2.7827 -1.3035 -0.021 0.108 0.045
C 0.4443 2.4938 -1.1448 0.645 -2.360 2.208
H 1.7773 -4.2406 2.8111 -0.134 -0.651 -0.446
H 0.7701 0.6116 -0.3245 -0.965 -0.958 0.052
N -1.8384 -0.0382 -0.9160 -3.706 0.587 -0.226
H -0.1814 2.8757 -1.8850 -0.764 1.342 -1.215
C -0.0925 2.8638 0.2694 -0.847 2.457 -1.841
C 0.2880 0.9269 -1.2501 2.253 2.309 0.353
H 0.9158 0.5673 -2.0241 0.607 -0.407 -1.130
H 0.2440 3.9261 0.4018 -0.737 -0.701 0.321
N -0.2955 -2.9462 0.7498 -1.037 2.564 -2.161
H -1.2245 2.8255 0.2049 1.292 0.131 0.461
H 1.3924 -2.6171 2.6766 0.006 -1.508 -1.269
H -2.8980 0.1369 -1.2203 2.755 -0.993 0.719
C -1.1019 0.7343 -1.5797 -0.455 -0.685 0.157
H -0.8045 -0.9584 0.4626 1.621 -2.308 1.445
C 0.5685 -3.7446 1.1963 -1.537 -1.791 0.720
H 0.2504 2.3177 1.1222 0.365 -0.719 0.166



No. 6
9
Properties=species:S:1:pos:R:3:forces:R:3 method="wB97M-V/def2-TZVPD" energy_ha=-664.37617 homo_energy_ev=-10.021 relative_energy_kj_mol=120.69 gap_ev=10.708
S 0.2202 -0.6373 0.5117 -0.387 0.144 -0.311
H 1.6732 0.6840 -0.9310 0.572 -0.255 -0.375
H -0.6292 -0.5365 -1.4471 0.092 -0.188 0.053
O -0.1425 1.5392 -0.8525 0.469 0.037 -0.238
O -0.9862 -0.0832 1.1717 0.456 -0.288 -0.291
C 0.9238 0.9056 -0.2039 -0.522 0.035 0.394
H -0.8457 1.5714 -0.1995 -0.578 0.144 0.361
H 1.3322 1.4700 0.6357 0.001 0.119 0.011
O -0.1958 -1.2592 -0.9469 -0.102 0.252 0.394